No. 1
Here is a single C2HClO2 molecule at a distorted geometry from OMol25. Energies are from ωB97M-V/def2-TZVPD.

XYZ file:
```
6
Properties=species:S:1:pos:R:3:forces:R:3:lowdin_charge:R:1
H 1.276495 1.087345 0.182840 -1.983 -1.664 -0.849 0.16
C 0.334860 0.372570 0.073181 0.800 1.068 -0.562 -0.20
C -0.413472 -0.030912 -0.964188 1.257 0.770 4.205 -0.59
Cl -0.358190 -0.724626 -2.372881 0.030 -0.570 -2.472 0.78
O -0.019578 0.145456 1.417718 0.108 0.602 0.092 -0.15
O -0.820115 -0.849833 1.663331 -0.212 -0.206 -0.414 0.00
```
Positions in Å, forces in eV/Å.

Calculated values
* strongest force on any atom: 4.456 eV/A
* net charge: 0
* M: 92.48 Da
* energy relative to the best compared isomer or geometry (same formula, charge and spin): 682.97 kJ/mol
* orbital gap (spin up / spin down): 7.707 / 8.442 eV
* lowest unoccupied orbital energy (spin up / spin down): -1.274 / -0.971 eV

No. 2
Here is a single C2HClO2S molecule at a distorted geometry from OMol25. Energies are from ωB97M-V/def2-TZVPD.

XYZ file:
```
7
Properties=species:S:1:pos:R:3:forces:R:3:lowdin_charge:R:1
O -1.551331 -1.646255 -0.900344 -1.144 -0.007 0.258 -0.56
Cl 0.670781 1.832704 1.461450 0.381 0.480 0.574 0.75
S -0.120100 -1.579834 -1.216222 1.321 1.000 0.139 0.97
H -1.298975 0.810099 0.764974 1.647 -0.978 -0.519 0.09
C 0.629507 -0.097133 -0.336834 0.802 -0.699 0.912 -0.69
C -0.178107 0.655010 0.654609 -1.237 0.259 -1.096 -0.52
O 1.848225 0.025410 -0.427633 -1.769 -0.055 -0.268 -0.04
```
Positions in Å, forces in eV/Å.

Calculated values
* strongest force on any atom: 1.985 eV/A
* net charge: 0
* M: 124.55 Da
* energy relative to the best compared isomer or geometry (same formula, charge and spin): 196.68 kJ/mol
* orbital gap (spin up / spin down): 7.836 / 7.489 eV
* lowest unoccupied orbital energy (spin up / spin down): -1.764 / -2.073 eV

No. 3
Here is 2 unconnected molecules or ions with the total composition C2HClO2S at a distorted geometry from OMol25. Energies are from ωB97M-V/def2-TZVPD.

XYZ file:
```
7
Properties=species:S:1:pos:R:3:forces:R:3:lowdin_charge:R:1
H -1.503915 -0.769897 0.210393 1.641 -0.186 -0.338 0.20
Cl 2.406354 -1.045839 0.284415 -0.137 0.367 0.324 0.16
C -0.873609 0.881906 -0.267074 -0.170 6.030 0.609 -0.16
S 1.643961 0.534356 1.205410 -0.756 -0.063 -0.318 0.13
O -1.415946 1.894148 -0.110212 0.739 -1.568 -0.367 0.24
O 0.269872 -1.113418 -0.961107 -1.038 0.705 -0.311 -0.14
C -0.526717 -0.381255 -0.361824 -0.278 -5.286 0.401 -0.43
```
Positions in Å, forces in eV/Å.

Calculated values
* strongest force on any atom: 6.063 eV/A
* net charge: 0
* M: 124.55 Da
* energy relative to the best compared isomer or geometry (same formula, charge and spin): 310.44 kJ/mol
* orbital gap (spin up / spin down): 6.439 / 6.438 eV
* lowest unoccupied orbital energy (spin up / spin down): -2.457 / -2.458 eV

No. 4
Here is a molecular structure, C2HCoFO2 at a distorted geometry from OMol25. Energies are from ωB97M-V/def2-TZVPD.

XYZ file:
```
7
Properties=species:S:1:pos:R:3:forces:R:3:lowdin_charge:R:1
C 0.214020 -0.855669 -0.093534 1.976 -4.337 1.344 -0.09
C 0.540536 0.505093 -0.257594 -1.940 0.673 0.445 -0.23
O 0.648874 -1.929447 0.116577 -2.163 3.795 -1.129 0.34
O -0.446983 1.357817 -0.125101 0.836 -1.043 -0.410 0.17
Co 2.426038 1.074937 0.058914 0.679 0.326 -0.060 1.54
F -1.743282 -0.706389 0.199455 1.597 4.692 -0.657 -0.04
H -1.639205 0.553655 0.101280 -0.986 -4.105 0.467 0.31
```
Positions in Å, forces in eV/Å.

Calculated values
* strongest force on any atom: 5.000 eV/A
* net charge: +2
* M: 134.96 Da
* spin multiplicity: 6
* orbital gap (spin up / spin down): 7.391 / 7.672 eV
* lowest unoccupied orbital energy (spin up / spin down): -12.953 / -15.498 eV

No. 5
Here is 2 unconnected molecules or ions with the total composition C2HF2N at a distorted geometry from OMol25. Energies are from ωB97M-V/def2-TZVPD.

XYZ file:
```
6
Properties=species:S:1:pos:R:3:forces:R:3:lowdin_charge:R:1
H 1.616749 -1.643224 -0.279769 -0.118 0.069 0.077 0.12
F -0.830252 -0.494949 -1.230509 0.057 0.266 0.339 0.11
C -0.542984 -0.127935 0.008549 -0.221 -1.034 -0.706 -0.40
C 0.232873 0.993548 0.236486 -0.367 -0.033 0.102 -0.17
N 0.917641 1.907270 0.395509 0.352 0.384 0.123 0.19
F -1.394026 -0.634710 0.869733 0.297 0.348 0.065 0.15
```
Positions in Å, forces in eV/Å.

Calculated values
* strongest force on any atom: 1.271 eV/A
* net charge: 0
* M: 77.03 Da
* energy relative to the best compared isomer or geometry (same formula, charge and spin): 415.65 kJ/mol
* orbital gap (spin up / spin down): 10.140 / 8.944 eV
* lowest unoccupied orbital energy (spin up / spin down): -1.246 / -0.621 eV

No. 6
Here is 2 unconnected molecules or ions with the total composition C2HF3IOP at a distorted geometry from OMol25. Energies are from ωB97M-V/def2-TZVPD.

XYZ file:
```
9
Properties=species:S:1:pos:R:3:forces:R:3:lowdin_charge:R:1
H -1.921287 1.537261 0.745925 -0.359 0.354 -1.693 -0.20
C 1.766622 -0.500032 -0.034890 3.855 1.973 -0.617 -0.61
F 2.543982 -1.404539 -0.635948 -0.308 -0.249 0.161 0.15
I -4.020410 -0.079345 -0.013149 -0.696 -0.575 -0.014 0.23
O -0.581185 -0.504762 0.134892 3.855 -2.721 0.864 -0.03
F 1.693635 0.548468 -0.884450 -0.575 -0.471 0.319 0.14
F 2.473747 -0.021730 1.044194 -1.255 -0.829 -0.570 0.13
C 0.474303 -1.095907 0.326924 -5.346 1.997 -0.097 0.07
P -2.429406 1.520582 -0.683501 0.830 0.521 1.647 0.12
```
Positions in Å, forces in eV/Å.

Calculated values
* strongest force on any atom: 5.708 eV/A
* net charge: 0
* M: 255.90 Da
* energy relative to the best compared isomer or geometry (same formula, charge and spin): 265.21 kJ/mol
* orbital gap (spin up / spin down): 8.123 / 6.410 eV
* lowest unoccupied orbital energy (spin up / spin down): -1.310 / -1.859 eV

No. 7
Here is a single C2HF3O molecule at a distorted geometry from OMol25. Energies are from ωB97M-V/def2-TZVPD.

XYZ file:
```
7
Properties=species:S:1:pos:R:3:forces:R:3:lowdin_charge:R:1
F -1.422901 0.582761 0.699561 -0.074 -0.548 0.196 0.19
O -0.539912 -0.887664 -1.545234 -0.250 -0.221 -0.551 0.13
F 0.694153 1.084031 1.185801 -1.787 -1.334 -1.884 0.01
C 0.168712 -0.187999 -0.910351 2.393 1.308 -0.069 -0.15
H 1.233365 0.270330 -1.271067 -2.258 -0.931 0.713 0.18
C -0.210776 0.108799 0.556661 3.100 1.985 1.778 -0.53
F 0.077359 -0.970258 1.284629 -1.123 -0.260 -0.183 0.15
```
Positions in Å, forces in eV/Å.

Calculated values
* strongest force on any atom: 4.089 eV/A
* net charge: 0
* M: 98.02 Da
* SMILES: O=CC(F)(F)F
* energy relative to the best compared isomer or geometry (same formula, charge and spin): 47.53 kJ/mol
* orbital gap: 11.292 eV
* lowest unoccupied orbital energy: -0.064 eV

No. 8
Here is a single C2HF4I molecule at a distorted geometry from OMol25. Energies are from ωB97M-V/def2-TZVPD.

XYZ file:
```
8
Properties=species:S:1:pos:R:3:forces:R:3:lowdin_charge:R:1
H -0.595052 -1.292899 -0.151033 -1.202 0.389 1.546 0.12
C -0.732446 -0.299906 0.390830 0.873 -0.412 -3.940 -0.43
F 0.232748 0.747158 -1.604952 0.354 -0.588 1.041 0.04
F 0.986006 1.480073 0.336329 -0.296 -0.474 -0.661 0.00
F -1.857815 0.325157 -0.033628 0.181 0.053 -0.524 0.07
F -0.826146 -0.277806 1.691229 1.200 -0.378 0.976 0.13
I 2.218453 -1.053319 -0.280737 -0.470 0.372 -0.236 0.90
C 0.574254 0.371544 -0.348040 -0.640 1.037 1.798 -0.84
```
Positions in Å, forces in eV/Å.

Calculated values
* strongest force on any atom: 4.056 eV/A
* net charge: 0
* M: 227.93 Da
* SMILES: FC(F)C(F)(F)I
* energy relative to the best compared isomer or geometry (same formula, charge and spin): 0.00 kJ/mol
* orbital gap: 10.348 eV
* lowest unoccupied orbital energy: -0.219 eV

No. 9
Here is a single C2HF4P molecule at a distorted geometry from OMol25. Energies are from ωB97M-V/def2-TZVPD.

XYZ file:
```
8
Properties=species:S:1:pos:R:3:forces:R:3:lowdin_charge:R:1
F -0.541939 2.043353 0.372928 -1.651 -2.610 -0.428 0.11
H 0.237650 -0.813336 -1.216918 0.179 1.329 2.986 0.15
C -0.822844 0.734894 -0.019435 2.923 -2.575 4.105 -0.69
F 2.205385 -1.782628 0.275336 -0.150 1.414 0.749 -0.44
P 1.593785 -0.382153 0.949488 -1.901 -1.452 -3.031 0.98
F -1.539468 -0.171296 0.910232 -0.698 3.103 0.135 -0.01
F -1.412004 0.560875 -1.089428 -4.754 2.465 -4.604 0.21
C 0.279437 -0.189706 -0.182202 6.052 -1.674 0.088 -0.30
```
Positions in Å, forces in eV/Å.

Calculated values
* strongest force on any atom: 7.062 eV/A
* net charge: 0
* M: 132.00 Da
* SMILES: F/P=C/C(F)(F)F
* energy relative to the best compared isomer or geometry (same formula, charge and spin): 212.29 kJ/mol
* orbital gap: 9.136 eV
* lowest unoccupied orbital energy: -0.637 eV

No. 10
Here is a molecular structure, C2HF5NNiO5S2 at a distorted geometry from OMol25. Energies are from ωB97M-V/def2-TZVPD.

XYZ file:
```
17
Properties=species:S:1:pos:R:3:forces:R:3:lowdin_charge:R:1
C 3.544821 -0.566505 0.440283 -0.246 0.503 -0.994 -0.45
S 2.508010 0.610239 -0.643756 -0.836 0.433 -1.660 0.67
F 3.325438 -1.832728 0.022803 -0.135 0.446 0.734 0.03
C -1.085129 1.153585 0.005245 0.041 -0.376 0.711 -0.67
S 0.080627 -0.297058 0.473545 -1.166 -0.229 -2.729 0.71
F -2.238908 0.641600 -0.387366 -0.314 -0.161 -0.142 0.14
O 0.685126 0.007276 1.808818 -0.352 -0.264 -0.129 -0.38
F 4.834078 -0.289989 0.100684 -0.396 0.042 0.715 0.01
O 2.439817 1.724471 0.382193 0.277 -0.404 0.212 -0.41
O 2.969549 1.007089 -1.970032 -0.500 -0.795 2.291 -0.27
H -4.719604 0.774353 -0.080021 -0.365 -0.111 -0.129 -0.01
O -5.644471 0.560081 -0.333705 0.379 0.103 0.123 0.00
N 1.028863 -0.064260 -0.781671 1.433 -0.616 1.163 -0.31
O -0.760432 -1.480338 0.368024 1.654 1.708 0.669 -0.25
F -1.274993 1.867248 1.098902 -0.252 0.567 0.665 0.14
Ni 2.530852 0.545742 2.019675 0.528 -0.556 -1.616 0.87
F -0.634744 1.952870 -0.942820 0.249 -0.290 0.116 0.16
```
Positions in Å, forces in eV/Å.

Calculated values
* strongest force on any atom: 2.976 eV/A
* net charge: 0
* M: 336.85 Da
* energy relative to the best compared isomer or geometry (same formula, charge and spin): 0.00 kJ/mol
* spin multiplicity: 4
* orbital gap (spin up / spin down): 8.274 / 7.944 eV
* lowest unoccupied orbital energy (spin up / spin down): -2.178 / -2.724 eV

- What is the M in the ninth record?
  132.00 Da